Version one
C4H6OS | ωB97M-V/def2-TZVPD

As for the molar mass: 102.16 g/mol. The HOMO-LUMO gap comes out at 8.384 eV. Its SMILES is C=COCC=S. The value obtained for the LUMO energy is -0.32 eV.

Each line ends with the Löwdin charge.
CARTESIAN COORDINATES (ANGSTROEM)
C: 1.667 1.398 -0.043  0.061
C: 0.411 0.887 -0.056  -0.188
O: -0.121 0.077 0.971  -0.120
C: -0.869 -0.949 0.470  -0.342
C: -0.224 -2.358 0.512  -0.609
S: 0.473 -2.890 1.855  0.710
H: 2.120 1.933 -0.827  0.040
H: 2.210 1.083 0.849  0.069
H: -0.232 1.264 -0.764  0.080
H: -1.316 -0.697 -0.545  0.131
H: -1.785 -1.169 1.154  0.144
H: -0.096 -3.063 -0.284  0.023

Version two
C4H6OS | ωB97M-V/def2-TZVPD

As for the molar mass: 102.16 g/mol. The HOMO-LUMO gap (spin up / spin down) comes out at 8.040 / 8.105 eV. Its SMILES is CC1=S(=O)=CC1. The value obtained for the LUMO energy (spin up / spin down) is -0.36 / -0.34 eV.

Each line ends with the Löwdin charge.
CARTESIAN COORDINATES (ANGSTROEM)
C: 0.528 0.896 -0.788  -0.144
C: 0.874 -0.326 -0.063  -0.313
S: 1.759 -0.043 1.608  0.901
O: 1.851 1.390 1.814  -0.521
C: 0.105 -0.561 1.876  -0.232
C: -0.055 -1.379 0.526  -0.246
H: 0.446 0.644 -1.831  0.065
H: 1.301 1.721 -0.553  0.092
H: -0.450 1.523 -0.411  0.141
H: -0.790 0.013 2.021  0.073
H: 0.500 -2.305 0.750  0.086
H: -1.119 -1.484 0.371  0.098

Version three
C4H6OS | ωB97M-V/def2-TZVPD

As for the molar mass: 102.16 g/mol. The HOMO-LUMO gap comes out at 8.513 eV. Its SMILES is C=COCC=S. The value obtained for the LUMO energy is -0.35 eV.

Each line ends with the Löwdin charge.
CARTESIAN COORDINATES (ANGSTROEM)
C: -2.232 -0.755 -0.153  0.025
C: -1.083 -0.308 0.355  -0.220
O: -0.450 0.806 -0.195  -0.119
C: 0.883 0.979 0.181  -0.292
C: 1.820 -0.044 -0.477  -0.667
S: 3.259 -0.454 0.049  0.715
H: -2.581 -0.256 -1.056  0.066
H: -2.705 -1.653 0.259  0.062
H: -0.632 -0.727 1.284  0.130
H: 1.235 1.979 -0.083  0.130
H: 1.049 0.854 1.258  0.110
H: 1.437 -0.421 -1.422  0.059

Of them, version two has the lowest stability.

Version one
C4H6OS | ωB97M-V/def2-TZVPD

As for the molar mass: 102.16 g/mol. The HOMO-LUMO gap comes out at 8.569 eV. Its SMILES is C=C[C@H](O)C=S. The value obtained for the LUMO energy is -0.58 eV.

Each line ends with the Löwdin charge.
CARTESIAN COORDINATES (ANGSTROEM)
C: -1.895 -0.481 -0.165  0.049
C: -0.694 -0.073 -0.655  -0.160
C: 0.238 0.523 0.248  -0.623
O: 0.587 1.740 -0.208  -0.062
C: 1.349 -0.501 0.247  -0.599
S: 2.870 -0.257 -0.293  0.718
H: -2.204 -0.398 0.864  0.055
H: -2.521 -1.180 -0.717  0.055
H: -0.404 -0.184 -1.705  0.131
H: -0.120 0.248 1.344  0.179
H: 1.679 1.901 0.109  0.181
H: 1.116 -1.337 0.932  0.075

Version two
C4H6OS | ωB97M-V/def2-TZVPD

As for the molar mass: 102.16 g/mol. The HOMO-LUMO gap comes out at 10.122 eV. Its SMILES is C=CSC(C)=O. The value obtained for the LUMO energy is 0.84 eV.

Each line ends with the Löwdin charge.
CARTESIAN COORDINATES (ANGSTROEM)
C: 2.861 -0.007 0.171  -0.082
C: 1.674 0.425 -0.201  -0.387
S: 0.159 -0.668 0.105  0.930
C: -1.251 0.441 0.108  -0.796
C: -2.426 -0.492 0.019  -0.131
O: -1.251 1.640 0.073  0.035
H: 3.698 0.513 -0.176  0.035
H: 3.177 -0.847 0.731  0.048
H: 1.398 1.353 -0.751  0.081
H: -1.978 -1.515 0.407  0.065
H: -3.248 -0.092 0.593  0.068
H: -2.814 -0.750 -1.079  0.133

Of them, version one has the lowest stability.

Version one
C4H6OS | ωB97M-V/def2-TZVPD

As for the molar mass: 102.16 g/mol. The HOMO-LUMO gap comes out at 10.328 eV. Its SMILES is O=CSC1CC1. The value obtained for the LUMO energy is 0.93 eV.

Each line ends with the Löwdin charge.
CARTESIAN COORDINATES (ANGSTROEM)
O: -3.453 0.032 -0.036  0.029
C: -2.302 0.125 0.005  -0.606
S: -1.109 -1.205 -0.148  0.961
C: 0.256 -0.400 0.558  -0.631
C: 0.909 0.734 -0.299  -0.150
C: 1.572 -0.579 -0.121  -0.202
H: -1.718 1.093 0.032  0.097
H: 0.208 -0.168 1.595  0.094
H: 0.402 0.818 -1.302  0.118
H: 1.235 1.593 0.243  0.091
H: 2.423 -0.780 0.472  0.088
H: 1.578 -1.264 -0.998  0.112

Version two
C4H6OS | ωB97M-V/def2-TZVPD

As for the molar mass: 102.16 g/mol. The HOMO-LUMO gap comes out at 9.948 eV. Its SMILES is C=C[C@H](S)C=O. The value obtained for the LUMO energy is 0.54 eV.

Each line ends with the Löwdin charge.
CARTESIAN COORDINATES (ANGSTROEM)
C: 2.537 -0.043 -0.313  0.037
C: 1.444 -0.280 0.435  -0.209
C: 0.091 0.067 -0.088  -0.700
S: -0.906 1.359 0.675  0.772
C: -0.762 -1.177 -0.214  -0.350
O: -1.327 -1.616 -1.151  0.084
H: 3.570 -0.150 0.128  0.084
H: 2.340 0.483 -1.254  0.066
H: 1.475 -0.546 1.429  0.076
H: 0.408 0.427 -1.136  0.117
H: -1.751 1.332 -0.390  -0.099
H: -0.799 -1.747 0.717  0.121

Of them, version two has the lowest stability.

Version one
C4H6OS | ωB97M-V/def2-TZVPD

As for the molar mass: 102.16 g/mol. The HOMO-LUMO gap comes out at 8.505 eV. Its SMILES is C=C=S.C=CO. The value obtained for the LUMO energy is -0.12 eV.

Each line ends with the Löwdin charge.
CARTESIAN COORDINATES (ANGSTROEM)
C: 2.319 1.418 -0.954  -0.075
C: 1.533 1.193 -1.987  -0.820
S: 0.415 1.098 -3.013  0.786
H: 3.322 1.724 -0.899  0.029
H: 1.780 1.076 0.054  0.117
C: -1.079 -0.555 -0.162  -0.027
C: -0.165 -1.519 -0.288  -0.218
O: -0.178 -2.646 0.602  -0.060
H: -1.232 0.218 -0.921  0.010
H: -2.053 -0.723 0.406  0.082
H: 0.606 -1.626 -0.972  0.080
H: -0.947 -2.562 1.212  0.096

Version two
C4H6OS | ωB97M-V/def2-TZVPD

As for the molar mass: 102.16 g/mol. The HOMO-LUMO gap comes out at 10.080 eV. Its SMILES is C=CCC(=O)S. The value obtained for the LUMO energy is 0.65 eV.

Each line ends with the Löwdin charge.
CARTESIAN COORDINATES (ANGSTROEM)
C: 1.975 -0.143 -0.759  -0.011
C: 1.108 0.390 0.192  -0.157
C: -0.273 -0.260 0.566  -0.200
C: -1.279 0.739 0.064  -0.761
O: -1.115 1.862 -0.294  0.041
S: -2.840 -0.106 -0.406  0.785
H: 1.661 -0.965 -1.619  0.113
H: 3.059 0.016 -0.683  0.038
H: 1.385 1.324 0.722  0.106
H: -0.531 -1.259 0.150  0.102
H: -0.351 -0.504 1.599  0.103
H: -2.799 -1.094 0.466  -0.160

Of them, version one has the lowest stability.

Version one
CH4O2S2 | ωB97M-V/def2-TZVPD

As for the molar mass: 112.17 g/mol. The HOMO-LUMO gap comes out at 9.776 eV. The value obtained for the LUMO energy is 0.53 eV.

Each line ends with the Löwdin charge.
CARTESIAN COORDINATES (ANGSTROEM)
C: -0.058 -0.562 -2.009  -0.152
O: -2.039 1.339 2.100  -0.601
O: -0.044 -0.148 -0.901  -0.080
S: 0.621 1.063 3.242  0.329
S: -0.750 1.056 1.615  0.456
H: 0.809 -1.277 -2.172  0.091
H: -0.894 -0.478 -2.851  0.120
H: 0.379 2.404 3.575  -0.152
H: -0.440 -0.414 1.538  -0.012

Version two
CH4O2S2 | ωB97M-V/def2-TZVPD

As for the molar mass: 112.17 g/mol. The HOMO-LUMO gap comes out at 8.482 eV. Its SMILES is O=CO.SS. The value obtained for the LUMO energy is 0.30 eV.

Each line ends with the Löwdin charge.
CARTESIAN COORDINATES (ANGSTROEM)
O: -2.446 0.964 -0.252  0.100
C: -2.293 1.195 0.884  -0.430
O: -1.080 1.157 1.477  0.006
H: -3.099 1.383 1.657  0.147
H: -1.086 1.154 2.529  0.181
S: 2.175 -0.179 -0.515  0.190
S: 0.537 -1.411 -0.599  0.210
H: 3.214 -0.761 -1.164  -0.195
H: -0.441 -0.487 -0.313  -0.210

Of them, version one has the lowest stability.

Version one
C4H10O3 | ωB97M-V/def2-TZVPD

As for the molar mass: 106.12 g/mol. The HOMO-LUMO gap comes out at 11.104 eV. Its SMILES is C1COCOC1.O. The value obtained for the LUMO energy is 0.89 eV.

Each line ends with the Löwdin charge.
CARTESIAN COORDINATES (ANGSTROEM)
C: -0.762 -1.161 0.612  -0.166
C: 0.000 0.000 0.000  -0.176
O: 0.695 -0.630 -1.097  -0.103
C: -0.269 -1.011 -2.013  -0.291
O: -1.041 -2.071 -1.564  -0.092
C: -1.760 -1.670 -0.402  -0.223
H: -0.238 -2.089 0.912  0.126
H: -1.455 -0.886 1.431  0.124
H: 0.710 0.331 0.782  0.127
H: -0.587 0.883 -0.317  0.134
H: -0.985 -0.196 -2.234  0.135
H: 0.291 -1.229 -2.943  0.149
H: -2.504 -0.892 -0.662  0.128
H: -2.308 -2.531 0.025  0.133
O: 2.792 -2.556 1.030  -0.088
H: 2.726 -1.784 0.423  0.037
H: 2.216 -3.242 0.624  0.047

Version two
C4H10O3 | ωB97M-V/def2-TZVPD

As for the molar mass: 106.12 g/mol. The HOMO-LUMO gap comes out at 9.756 eV. Its SMILES is CC(=O)C(O)O.C. The value obtained for the LUMO energy is 0.12 eV.

Each line ends with the Löwdin charge.
CARTESIAN COORDINATES (ANGSTROEM)
C: -0.642 0.430 -1.332  -0.011
C: 0.270 0.039 -0.201  -0.374
O: 1.171 0.833 0.201  -0.005
C: 0.694 -1.466 -0.204  -0.423
O: 2.048 -1.521 -0.540  0.021
O: -0.035 -2.278 -1.067  0.019
H: -0.133 0.238 -2.277  0.105
H: -1.547 -0.175 -1.300  0.089
H: -0.911 1.479 -1.249  0.089
H: 0.523 -1.849 0.818  0.160
H: 2.441 -0.693 -0.194  0.104
H: 0.482 -2.377 -1.870  0.107
C: -0.885 1.492 1.870  -0.023
H: -0.967 0.497 1.162  0.069
H: -0.280 1.189 2.714  0.028
H: -1.865 1.883 2.129  0.023
H: -0.364 2.278 1.340  0.023

Of them, version two has the lowest stability.

Version one
C2H8N2 | ωB97M-V/def2-TZVPD

As for the molar mass: 60.10 g/mol. The HOMO-LUMO gap comes out at 9.319 eV. Its SMILES is C=CN.N. The value obtained for the LUMO energy is 0.93 eV.

Each line ends with the Löwdin charge.
CARTESIAN COORDINATES (ANGSTROEM)
C: -0.018 0.286 2.035  -0.038
C: -0.857 -0.372 1.231  -0.274
N: -0.478 -0.739 -0.123  0.005
H: 1.000 0.531 1.800  0.043
H: -0.420 0.536 3.012  0.038
H: -1.900 -0.459 1.513  0.090
H: 0.242 -0.069 -0.329  0.009
H: -1.289 -0.496 -0.678  0.057
N: 1.083 0.533 -2.275  0.008
H: 1.551 0.127 -3.084  0.022
H: 0.144 0.701 -2.630  0.019
H: 1.490 1.466 -2.245  0.021

Version two
C2H8N2 | ωB97M-V/def2-TZVPD

As for the molar mass: 60.10 g/mol. The HOMO-LUMO gap comes out at 10.142 eV. Its SMILES is NCCN. The value obtained for the LUMO energy is 1.18 eV.

Each line ends with the Löwdin charge.
CARTESIAN COORDINATES (ANGSTROEM)
N: 0.068 -1.000 -1.342  -0.012
C: 0.685 0.045 -0.604  -0.344
C: 0.089 0.244 0.800  -0.275
N: -1.226 0.943 0.758  -0.015
H: 0.276 -1.032 -2.326  0.065
H: 0.317 -1.884 -0.915  0.069
H: 1.775 -0.151 -0.500  0.101
H: 0.650 1.058 -1.046  0.110
H: 0.633 0.635 1.681  0.112
H: -0.101 -0.809 1.026  0.087
H: -1.942 0.277 1.013  0.054
H: -1.224 1.673 1.457  0.049

Version three
C2H8N2 | ωB97M-V/def2-TZVPD

As for the molar mass: 60.10 g/mol. The HOMO-LUMO gap comes out at 9.703 eV. Its SMILES is CNCN. The value obtained for the LUMO energy is 1.18 eV.

Each line ends with the Löwdin charge.
CARTESIAN COORDINATES (ANGSTROEM)
C: 0.704 1.062 1.064  -0.136
N: 0.631 -0.262 0.492  -0.141
C: 0.048 -0.465 -0.798  -0.353
N: -1.401 -0.595 -0.827  -0.001
H: 0.783 1.833 0.281  0.076
H: -0.159 1.285 1.691  0.066
H: 1.611 1.155 1.656  0.072
H: 1.371 -0.900 0.718  0.094
H: 0.484 -1.374 -1.202  0.102
H: 0.289 0.358 -1.488  0.109
H: -1.729 -1.042 0.017  0.060
H: -1.862 0.293 -0.960  0.051

Of them, version one has the lowest stability.

Version one
C2H8N2 | ωB97M-V/def2-TZVPD

As for the molar mass: 60.10 g/mol. The HOMO-LUMO gap comes out at 10.455 eV. Its SMILES is C=N.CN. The value obtained for the LUMO energy is 0.89 eV.

Each line ends with the Löwdin charge.
CARTESIAN COORDINATES (ANGSTROEM)
C: -3.034 -1.821 -2.633  -0.157
N: -2.524 -0.730 -3.007  0.000
H: -3.622 -2.296 -3.417  0.054
H: -2.887 -2.323 -1.676  0.058
H: -1.789 -0.228 -2.483  0.045
C: 1.818 0.548 2.019  -0.230
N: 1.857 1.966 1.841  -0.066
H: 2.673 -0.054 1.512  0.084
H: 0.886 0.105 1.634  0.062
H: 1.942 0.363 3.146  0.089
H: 2.696 2.311 2.169  0.027
H: 1.984 2.160 0.895  0.034

Version two
C2H8N2 | ωB97M-V/def2-TZVPD

As for the molar mass: 60.10 g/mol. The HOMO-LUMO gap comes out at 9.487 eV. The value obtained for the LUMO energy is 1.11 eV.

Each line ends with the Löwdin charge.
CARTESIAN COORDINATES (ANGSTROEM)
C: -0.716 -0.438 -1.573  -0.145
C: 0.896 0.511 1.445  -0.118
N: 0.783 0.000 0.174  -0.221
N: -0.376 0.381 -0.427  -0.200
H: 0.993 -1.001 0.131  0.125
H: -1.104 0.377 0.714  0.113
H: -1.743 -0.211 -1.855  0.073
H: -0.615 -1.521 -1.390  0.069
H: -0.076 -0.182 -2.422  0.073
H: 0.923 1.593 1.473  0.061
H: 1.646 0.029 2.060  0.070
H: -0.612 0.463 1.670  0.101

Version three
C2H8N2 | ωB97M-V/def2-TZVPD

As for the molar mass: 60.10 g/mol. The HOMO-LUMO gap comes out at 9.442 eV. Its SMILES is C=CN.N. The value obtained for the LUMO energy is 1.14 eV.

Each line ends with the Löwdin charge.
CARTESIAN COORDINATES (ANGSTROEM)
C: -0.142 -1.694 0.607  -0.037
C: 0.309 -0.928 -0.388  -0.325
N: -0.286 -0.769 -1.633  0.035
H: -0.955 -2.386 0.463  0.041
H: 0.394 -1.626 1.539  0.034
H: 1.180 -0.299 -0.259  0.093
H: -1.010 -1.435 -1.849  0.080
H: 0.329 -0.534 -2.393  0.078
N: 0.177 2.491 0.713  0.002
H: 0.629 1.734 1.219  -0.010
H: 0.165 3.261 1.376  0.001
H: -0.790 2.184 0.603  0.009

Of them, version two has the lowest stability.